# 1
18
Properties=species:S:1:pos:R:3 method="wB97M-V/def2-TZVPD" molar_mass_da=118.14 e_homo_ev=-8.3 e_above_lowest_kj_mol=108.3 smiles="C/C=C/N.NC(=O)O" total_energy_ha=-418.4197
N 0.93445 0.44555 -2.16748
C 1.88105 1.18188 -1.51914
O 2.18110 2.35934 -2.13188
O 2.47691 0.84962 -0.53014
H 0.24150 0.96772 -2.67357
H 0.56376 -0.36234 -1.66498
H 2.00643 2.26623 -3.07767
C -2.27693 -0.03243 2.07775
C -0.90142 -0.22526 1.51068
C -0.60346 -1.25343 0.72011
N 0.62322 -1.47973 0.06930
H -2.95208 -0.80630 1.71214
H -2.27698 -0.05101 3.16790
H -2.69257 0.93233 1.77622
H -0.14112 0.50640 1.76243
H -1.36352 -1.99370 0.48899
H 0.92624 -2.44360 0.12199
H 1.37342 -0.86127 0.35733



# 2
18
Properties=species:S:1:pos:R:3 method="wB97M-V/def2-TZVPD" molar_mass_da=118.14 e_homo_ev=-9.0 e_above_lowest_kj_mol=267.0 smiles=N[C@H](O)CO.CC#N total_energy_ha=-418.3593
C 0.91222 -0.85066 0.32784
C 0.56856 0.81991 0.63181
N 1.42105 -1.37189 1.54594
O 1.77419 -0.96885 -0.72856
O -0.44762 0.90563 1.59611
H 1.27523 -0.66354 -1.56841
H -0.22886 0.27327 2.29306
H -0.07097 -1.30132 0.12386
H 2.38726 -1.09860 1.68862
H 1.31285 -2.37523 1.60980
H 0.40000 1.58763 -0.11968
H 1.53526 1.13582 1.04790
C -2.20888 0.79870 -1.17955
C -0.93229 0.41802 -1.74154
N -0.09915 0.00539 -2.43450
H -2.44850 1.82280 -1.47038
H -2.16536 0.74543 -0.08986
H -2.98499 0.11749 -1.53247



# 3
18
Properties=species:S:1:pos:R:3 method="wB97M-V/def2-TZVPD" molar_mass_da=118.14 e_homo_ev=-9.4 e_above_lowest_kj_mol=128.9 smiles="NC(=O)[C@H](N)CCO" total_energy_ha=-418.4119
N -1.62360 -1.18866 -0.32238
C -0.44929 -0.36363 -0.41250
C -0.09606 0.19601 0.97579
C 1.31191 -0.10679 1.45472
O 1.43847 -1.49422 1.81260
C -0.67838 0.86746 -1.30174
N 0.46105 1.40161 -1.80528
O -1.77945 1.34526 -1.46700
H 0.92122 -2.04004 1.21179
H -1.89815 -1.57737 -1.21101
H -2.40367 -0.69842 0.09067
H 0.38336 -0.94256 -0.82197
H -0.71672 -0.27018 1.72929
H -0.32507 1.25739 1.05665
H 2.13188 0.12959 0.78659
H 1.49906 0.40220 2.39538
H 1.31941 0.87507 -1.76715
H 0.50403 2.20727 -2.40447



# 4
18
Properties=species:S:1:pos:R:3 method="wB97M-V/def2-TZVPD" molar_mass_da=118.14 e_homo_ev=-8.1 e_above_lowest_kj_mol=509.8 total_energy_ha=-418.2668
C 0.11670 -0.35701 -0.39628
C -2.13084 0.61008 -0.77032
C -0.27743 -1.65648 0.26070
N -0.39989 0.86330 -0.05946
C 1.97920 -0.02948 0.12722
N 2.40240 1.23837 -0.01270
O -0.52694 1.10999 1.29410
O 2.66289 -0.94929 0.51125
H -0.80302 0.30127 1.76096
H 0.23558 -0.41951 -1.47520
H 3.35687 1.48319 0.21968
H 1.71902 1.96917 -0.11648
H -2.42454 1.65205 -0.83049
H -2.12267 0.13870 -1.74718
H -2.69886 0.04772 -0.02979
H -1.01737 -2.17602 -0.34626
H -0.67919 -1.53937 1.26751
H 0.60808 -2.28668 0.34273



# 5
18
Properties=species:S:1:pos:R:3 method="wB97M-V/def2-TZVPD" molar_mass_da=118.14 e_homo_ev=-9.6 e_above_lowest_kj_mol=48.6 smiles="CC(N)=O.CC(N)=O" total_energy_ha=-418.4425
C -0.52293 -2.08159 0.10990
C 0.44738 -2.32049 1.23487
O 0.26014 -3.08441 2.15992
N 1.60034 -1.60813 1.13018
H 2.30268 -1.66021 1.84819
H 1.81030 -0.90881 0.43642
H -0.80419 -3.10283 -0.14165
H -0.09003 -1.57690 -0.75252
H -1.45098 -1.57402 0.34563
C -1.12123 1.19621 -0.53537
C 0.19441 1.85695 -0.79022
O 1.22306 1.21691 -0.93701
N 0.19690 3.20919 -0.85460
H -1.87143 1.74267 0.03645
H -1.00967 0.22879 -0.04652
H 1.09507 3.66056 -0.92187
H -0.62796 3.78175 -0.83413
H -1.63186 1.02434 -1.48767



# 6
18
Properties=species:S:1:pos:R:3 method="wB97M-V/def2-TZVPD" molar_mass_da=118.14 e_homo_ev=-9.5 e_above_lowest_kj_mol=176.3 smiles="CC(N)=O.CC(N)=O" total_energy_ha=-418.3938
C -1.40888 -0.62858 1.75992
C -2.09252 0.00019 0.58782
O -1.89070 1.11704 0.12450
N -2.90000 -0.86874 -0.12881
H -1.87090 -1.60198 2.21658
H -1.16845 -0.01138 2.61313
H -3.43066 -0.73644 -1.05718
H -3.16412 -1.90815 0.10913
H -0.49335 -0.98159 1.42265
C 2.20233 -0.25512 -0.30511
C 2.49380 1.00664 -0.98805
O 3.61803 1.41412 -1.35788
N 1.42652 1.68739 -1.38194
H 1.60605 2.38541 -2.04937
H 0.55185 1.57082 -0.93638
H 3.22888 -0.78599 -0.10986
H 1.69430 -1.04368 -1.04085
H 1.59780 -0.35994 0.52169



# 7
19
Properties=species:S:1:pos:R:3 method="wB97M-V/def2-TZVPD" molar_mass_da=134.14 e_homo_ev=-10.0 e_above_lowest_kj_mol=490.2 smiles="N[N+](=O)[O-].CCC(C)=O" total_energy_ha=-493.4984
C -0.33152 0.08553 1.03378
C 1.06818 0.15661 1.52649
C 0.07807 0.99973 -1.23572
C -0.31089 -0.25077 -0.45901
N -3.44361 -1.17056 -0.10614
N -3.87671 -0.03048 0.41682
O -3.11181 0.89159 0.39588
O -5.01076 -0.02263 0.85696
O -0.59558 -1.33106 -0.99256
H -4.23022 -1.80762 -0.35741
H -0.94228 -0.74317 1.33592
H -0.81566 0.97880 1.28089
H 0.98879 0.09545 2.61117
H 1.67483 1.17922 1.48317
H 1.73067 -0.54336 1.04746
H -0.39700 1.95626 -0.92852
H 1.13709 1.18149 -1.16594
H -0.27748 0.93280 -2.23545
H -2.58110 -1.17351 -0.74123



# 8
19
Properties=species:S:1:pos:R:3 method="wB97M-V/def2-TZVPD" molar_mass_da=134.14 e_homo_ev=-7.7 e_above_lowest_kj_mol=549.5 total_energy_ha=-493.4758
C -0.51218 -1.06167 -0.96805
C 1.70292 0.74315 -0.57225
C -1.33945 1.46555 0.84887
N 1.18593 -0.12970 0.47742
N -1.25224 0.03528 1.10990
C -0.27381 -0.73554 0.42632
O 2.12263 -1.16709 0.65145
O -1.57614 -0.64215 -1.62390
O -0.27305 -2.05083 0.68131
H 1.55407 -1.93889 0.89526
H -1.82339 -1.26264 -2.32644
H 0.27532 -1.53592 -1.54388
H -1.16179 -0.18432 2.09381
H 2.57268 1.27039 -0.17724
H 0.94648 1.47945 -0.83838
H 2.01776 0.19062 -1.46698
H -1.53686 1.63717 -0.21149
H -0.44147 2.02539 1.13629
H -2.18742 1.86172 1.40796